2 unconnected molecules or ions with the total composition C4H12NO at a distorted geometry. Source: the Open Molecules 2025 dataset; level of theory: ωB97M-V/def2-TZVPD.

Values from the calculation:
energy above the lowest of the compared OMol25 structures with the same formula, charge and spin	307.7	kJ/mol
<S²>	0.754
multiplicity	2
LUMO level (spin up / spin down)	-0.31154 / -0.57067	hartree
total charge	+2

Cartesian coordinates (Å):
C (2.0004, -1.2868, 0.5305)
C (0.3792, -0.0883, 1.9697)
N (1.0263, -0.2117, 0.8881)
H (2.8813, -0.7596, 0.1449)
H (1.5881, -1.9447, -0.2695)
H (2.2580, -1.8369, 1.4379)
H (0.7565, -0.7293, 2.7776)
H (-0.4501, 0.5856, 2.1145)
H (0.6220, 0.3484, 0.0514)
C (-1.1716, 0.9173, -1.5242)
O (0.2794, 0.8875, -1.2150)
C (-1.9183, 0.3190, -0.4020)
H (-1.4033, 1.9632, -1.6542)
H (-1.2717, 0.3137, -2.4285)
H (0.6994, 0.9473, -2.1066)
H (-1.7015, 0.9985, 0.5062)
H (-3.0004, 0.2865, -0.6212)
H (-1.5737, -0.7096, -0.1994)

Atomic forces in eV per Å
C 0.2692 0.6225 -0.0061
C 1.4800 -1.2412 1.1094
N -1.6991 -0.0271 -1.7347
H -0.0489 -0.3420 0.0962
H 0.0880 0.5029 0.7532
H -0.0475 -0.0517 -0.2579
H -0.5731 0.3767 0.1571
H 0.0448 0.2425 -0.0281
H 1.7761 -1.4129 2.5321
C 1.8096 -3.0691 1.4079
O -2.8596 1.7177 -3.2032
C -0.1910 1.2340 1.6258
H -0.2038 1.5515 -0.7209
H -0.0912 0.5066 -1.0336
H 0.7192 0.0567 0.1253
H -0.8852 -1.1954 -0.9447
H 0.4584 0.2644 0.1644
H -0.0458 0.2639 -0.0422

Results of the Löwdin charge analysis, in e, for atoms 1 through 8: number 1, C, carries 0.03; number 2, C, carries 0.18; number 3, N, carries -0.02; number 4, H, carries 0.12; number 5, H, carries 0.13; number 6, H, carries 0.11; number 7, H, carries 0.15; number 8, H, carries 0.12